15 unconnected molecules or ions with the total composition C86H194N8O15 at a distorted geometry, computed with ωB97M-V/def2-TZVPD.

Values from the calculation:
E	-4959.03050	Ha
Kohn-Sham gap	0.2896	Eh
E_HOMO	-7.6	eV
M	1580.5	u
max |F|	5.52	eV/A
energy above the lowest of the compared OMol25 structures with the same formula, charge and spin	901.4	kJ/mol

```
303
C86H194N8O15 (ωB97M-V/def2-TZVPD)
C 6.42736 3.58118 -32.08275
C 6.50593 2.44853 -33.10887
O 5.23948 2.00825 -33.45341
H 5.78027 3.21170 -31.28722
H 5.94986 4.46249 -32.51101
H 7.32807 3.90657 -31.56223
H 7.03411 1.55531 -32.77528
H 7.10232 2.76175 -33.96578
H 4.76369 2.32740 -32.68311
C 2.26531 4.01609 -32.10250
C 2.09041 2.95056 -30.97328
O 3.25928 2.22085 -31.02687
H 3.14661 4.63852 -31.94759
H 1.35561 4.60911 -32.19674
H 2.29438 3.71110 -33.14855
H 1.18188 2.35277 -31.04640
H 2.09737 3.54094 -30.05703
H 3.37669 1.98271 -30.10432
C 13.36831 -1.71893 -24.52553
C 14.22458 -0.99144 -23.54277
O 15.12751 -1.93336 -22.86987
H 12.65715 -2.37082 -24.01819
H 13.93456 -2.32625 -25.23166
H 12.75894 -1.08357 -25.16826
H 13.39966 -0.57959 -22.96141
H 14.81620 -0.20766 -24.01584
H 15.70789 -2.12553 -23.61002
C 7.79428 5.87889 -28.70703
C 8.08534 6.39536 -27.20637
O 7.73137 5.32031 -26.34960
H 8.48676 5.19502 -29.19786
H 7.63145 6.63388 -29.47617
H 6.89173 5.28468 -28.56413
H 7.51068 7.30873 -27.05267
H 9.14414 6.61635 -27.34130
H 8.06351 5.42029 -25.45445
C 11.92636 2.86284 -25.92952
C 11.64069 1.54090 -25.26187
O 10.32502 1.02224 -25.32727
H 11.88832 2.71161 -27.00830
H 12.93083 3.27500 -25.83325
H 11.24120 3.67537 -25.68775
H 12.02008 1.57168 -24.24049
H 12.19293 0.75462 -25.77655
H 9.76001 1.17035 -24.56541
C 10.92324 4.36614 -35.66213
C 10.83285 3.23223 -34.60674
O 9.77044 3.41910 -33.75770
H 11.93596 4.35982 -36.06520
H 10.93485 5.31446 -35.12486
H 10.14376 4.37019 -36.42403
H 11.67708 3.03702 -33.94547
H 10.62579 2.28620 -35.10700
H 8.98342 3.43343 -34.30724
C 8.43657 0.98541 -28.54007
C 8.20108 2.10383 -27.53689
O 7.15606 2.92464 -27.69795
H 7.53424 0.37924 -28.45962
H 9.34015 0.46844 -28.21695
H 8.57472 1.35821 -29.55498
H 9.07469 2.71100 -27.29970
H 7.91213 1.62722 -26.60016
H 7.11509 3.64348 -27.06298
C 13.61287 -1.68620 -30.11183
C 13.23552 -0.86675 -31.42778
C 11.69804 -0.52712 -31.26776
C 11.61898 0.59602 -30.34935
C 12.45625 1.80521 -30.67649
C 13.99511 1.52766 -30.85969
N 14.09013 0.34397 -31.73446
O 15.40801 -0.01760 -31.94511
C 14.64068 2.78333 -31.55330
C 14.75425 1.29203 -29.49457
C 13.34812 -1.86591 -32.73537
H 14.59566 -2.14397 -30.22441
H 13.06910 -2.62580 -30.20972
H 13.33773 -1.44402 -29.08532
H 11.24480 -0.16325 -32.18985
H 11.09530 -1.31469 -30.81552
H 11.80758 0.27653 -29.32443
H 10.58307 0.93210 -30.30449
H 12.43817 2.45557 -29.80196
H 12.02972 2.35362 -31.51638
H 14.21943 3.02519 -32.52908
H 14.54683 3.71328 -30.99250
H 15.67678 2.58084 -31.82457
H 14.62897 0.26458 -29.15287
H 15.83626 1.42211 -29.51568
H 14.27277 1.86641 -28.70316
H 13.20173 -1.16400 -33.55636
H 12.54409 -2.59603 -32.82782
H 14.34567 -2.30402 -32.70328
H 15.33891 -0.44451 -32.80218
C 8.03313 -2.64395 -26.09421
C 9.10260 -3.25165 -26.98768
C 10.51488 -2.88145 -26.37144
C 11.61349 -3.67788 -27.07458
C 11.37245 -5.17771 -26.84994
C 9.94124 -5.67977 -27.37181
N 8.86605 -4.76737 -26.97841
O 7.62053 -5.16645 -27.25987
C 10.14193 -5.88101 -28.88630
C 9.76700 -7.07096 -26.69373
C 8.98238 -2.74532 -28.43612
H 7.78239 -3.33470 -25.28916
H 7.01790 -2.62058 -26.49029
H 8.26269 -1.66782 -25.66693
H 10.46190 -1.80278 -26.51894
H 10.46306 -3.05831 -25.29713
H 12.56038 -3.33700 -26.65591
H 11.69993 -3.51412 -28.14874
H 11.46695 -5.61421 -25.85564
H 12.17069 -5.66119 -27.41311
H 9.30559 -6.30577 -29.44148
H 10.32343 -4.89014 -29.30264
H 10.98337 -6.56351 -29.00582
H 9.58703 -6.95927 -25.62450
H 8.83882 -7.59810 -26.91439
H 10.59403 -7.78089 -26.70450
H 9.82451 -2.71187 -29.12734
H 8.49271 -1.77374 -28.50219
H 8.25585 -3.38317 -28.93949
H 7.45710 -5.79577 -26.55358
C 6.51672 8.12846 -22.12270
C 7.49263 8.85670 -23.02004
C 8.02157 10.05776 -22.06866
C 9.37124 10.74484 -22.53409
C 10.39161 9.58034 -22.55811
C 9.95728 8.47067 -23.56211
N 8.56597 7.92681 -23.31817
O 8.31479 6.74567 -23.93378
C 10.12567 8.81939 -25.08816
C 10.98777 7.30204 -23.19796
C 6.88280 9.49526 -24.33445
H 6.95752 7.71194 -21.21699
H 5.93605 7.50611 -22.80360
H 5.83432 8.84363 -21.66339
H 7.40660 10.95770 -22.06517
H 8.17178 9.87189 -21.00518
H 9.83146 11.50142 -21.89856
H 9.30974 11.13253 -23.55095
H 10.38160 9.21752 -21.53031
H 11.34542 9.98549 -22.89603
H 11.03702 9.36884 -25.32406
H 10.03955 7.94742 -25.73651
H 9.39065 9.58113 -25.34820
H 10.79939 6.86837 -22.21585
H 10.92309 6.54228 -23.97686
H 12.01848 7.64152 -23.09552
H 5.82242 9.70854 -24.19951
H 6.82839 8.76677 -25.14343
H 7.38520 10.35593 -24.77596
H 8.55543 6.12806 -23.23935
C 8.83378 -1.69662 -33.62945
C 8.12177 -3.08074 -33.53263
C 7.72599 -3.27269 -32.08625
C 6.44148 -4.18539 -31.73348
C 5.37720 -3.97497 -32.79532
C 5.84760 -3.92932 -34.25811
N 6.98967 -3.10372 -34.47483
O 7.14743 -2.59437 -35.83720
C 6.16349 -5.31712 -34.74933
C 4.60882 -3.46891 -35.06507
C 9.11048 -4.24893 -33.93464
H 8.23677 -0.88347 -33.21657
H 8.97555 -1.40907 -34.67123
H 9.83458 -1.67114 -33.19834
H 8.48996 -3.73021 -31.45766
H 7.60799 -2.32050 -31.56902
H 6.05769 -3.92857 -30.74613
H 6.85012 -5.19399 -31.67165
H 4.94064 -2.99050 -32.62701
H 4.52556 -4.65447 -32.76230
H 6.62992 -5.34897 -35.73398
H 6.78997 -5.92799 -34.09935
H 5.24841 -5.86065 -34.98448
H 4.13892 -2.56148 -34.68578
H 4.79286 -3.46704 -36.13942
H 3.81069 -4.20674 -34.98330
H 8.99176 -4.48916 -34.99119
H 9.08122 -5.18999 -33.38540
H 10.16191 -3.98195 -33.82821
H 6.89954 -1.66779 -35.79708
C 10.66195 8.19764 -30.44173
C 11.67000 7.61868 -31.45315
C 10.86719 7.30537 -32.75517
C 10.66917 8.59973 -33.60093
C 12.00021 9.32553 -33.84802
C 12.95649 9.62078 -32.58319
N 12.86480 8.50692 -31.63093
O 13.50719 8.84238 -30.38918
C 14.39907 9.65393 -33.18407
C 12.65284 11.03870 -31.96259
C 12.12459 6.33465 -30.96824
H 10.29558 9.19216 -30.69626
H 11.17875 8.40697 -29.50514
H 9.82679 7.55830 -30.15565
H 11.50309 6.66106 -33.36229
H 9.89703 6.80883 -32.73655
H 9.91723 9.32506 -33.29015
H 10.16982 8.39918 -34.54884
H 11.76506 10.25924 -34.35889
H 12.44974 8.74346 -34.65252
H 15.12621 10.10155 -32.50656
H 14.85495 8.73646 -33.55627
H 14.43162 10.47094 -33.90484
H 13.32364 11.21051 -31.12079
H 12.76470 11.92336 -32.58946
H 11.65398 10.97714 -31.53061
H 12.89255 6.51144 -30.21519
H 12.65424 5.75323 -31.72290
H 11.28559 5.74176 -30.60402
H 14.43806 8.78579 -30.61692
C 4.49465 4.59955 -27.10441
C 3.33824 5.15955 -26.30467
C 4.03874 5.82590 -25.11722
C 3.09138 6.79923 -24.38117
C 2.56076 7.93666 -25.28976
C 1.88065 7.33831 -26.59694
N 2.69834 6.27808 -27.12436
O 2.48098 5.91041 -28.50699
C 0.54665 6.79783 -26.25512
C 1.93386 8.50374 -27.59921
C 2.24343 4.04129 -25.82463
H 4.05342 3.90775 -27.82193
H 4.98472 3.98260 -26.35123
H 5.13920 5.26117 -27.68313
H 4.27118 5.01644 -24.42523
H 4.95960 6.35100 -25.37098
H 3.64222 7.25882 -23.56052
H 2.31096 6.20341 -23.90783
H 3.50457 8.30554 -25.69132
H 1.89756 8.61662 -24.75504
H 0.64241 6.10090 -25.42251
H -0.21126 7.54990 -26.03590
H 0.04010 6.17638 -26.99358
H 1.50688 9.42190 -27.19575
H 2.97487 8.73790 -27.82181
H 1.44531 8.27564 -28.54651
H 1.68400 4.21415 -24.90526
H 2.83211 3.15781 -25.57757
H 1.52492 3.83054 -26.61673
H 3.22581 6.32578 -28.94776
C 10.87640 0.05839 -21.78117
C 9.83751 1.13398 -21.47627
C 10.68980 2.41207 -21.03756
C 9.93096 3.71269 -20.94000
C 9.10513 3.98021 -22.15053
C 8.28728 2.77998 -22.66936
N 9.04572 1.53738 -22.68061
O 8.26056 0.51160 -23.18999
C 7.04091 2.61708 -21.69603
C 7.85229 3.31168 -24.04364
C 8.93522 0.68795 -20.26669
H 10.42371 -0.83215 -22.21717
H 11.69668 0.33967 -22.44156
H 11.41991 -0.21184 -20.87581
H 11.26261 2.10263 -20.16334
H 11.42090 2.54057 -21.83573
H 9.38761 3.86650 -20.00769
H 10.78147 4.38697 -21.04042
H 9.80196 4.22710 -22.95151
H 8.46497 4.82300 -21.88977
H 7.33356 2.83680 -20.66929
H 6.37654 1.76491 -21.83918
H 6.25346 3.32520 -21.95405
H 7.19200 4.17886 -24.05402
H 7.25789 2.52317 -24.50522
H 8.72165 3.45581 -24.68516
H 8.56782 1.57843 -19.75663
H 8.14673 -0.00016 -20.57148
H 9.49051 0.07683 -19.55515
H 7.64636 0.40168 -22.46042
C 2.69063 0.20057 -25.54607
C 4.13856 -0.29767 -25.83926
C 4.24579 -1.72437 -25.39593
C 3.42236 -2.64673 -26.33954
C 3.98833 -2.60007 -27.75464
C 4.14628 -1.13505 -28.26294
N 4.63981 -0.19269 -27.26657
O 4.70091 1.08124 -27.78286
C 5.04348 -1.10123 -29.49150
C 2.73535 -0.74530 -28.85718
C 5.07885 0.56015 -24.98125
H 2.53165 0.42921 -24.49224
H 1.97816 -0.47466 -26.01995
H 2.47898 1.12124 -26.08981
H 5.28420 -2.03076 -25.52215
H 3.87973 -1.76465 -24.37004
H 2.37959 -2.33083 -26.30907
H 3.56417 -3.70196 -26.10614
H 3.30102 -3.16127 -28.38769
H 4.88167 -3.21949 -27.83448
H 6.03082 -1.34797 -29.10112
H 4.75864 -1.78262 -30.29316
H 5.03970 -0.07696 -29.86430
H 1.95484 -1.16087 -28.21984
H 2.62984 0.33832 -28.90955
H 2.65654 -1.11883 -29.87814
H 6.11960 0.38963 -25.25668
H 5.12280 0.18528 -23.95869
H 4.79011 1.61084 -25.00889
H 5.63265 1.30919 -27.74407
```